Arrangement one

The following is a DFT calculation (ωB97M-V/def2-TZVPD) of a 10-piece molecular cluster, C40H99BN9O17 overall.

## Properties
- frontier orbital gap (eV) = 7.9
- LUMO energy (eV) = 1.94

Structure (ORCA input):
```
! wB97M-V def2-TZVPD RIJCOSX def2/J DEFGRID3
* xyz -1 1
O 3.29792 3.77369 3.45979
N 7.43534 2.31156 -2.07607
H 3.53758 -0.76350 1.67445
C -4.65616 -4.13449 0.23230
C 7.58271 3.34282 -4.18090
B -1.12772 0.28321 -0.33057
C -3.34508 -0.25221 -0.45187
H 4.78261 2.87976 -4.12825
H 2.96722 4.68974 1.64531
H -0.28915 -3.89617 -3.24777
C -2.31392 4.07626 -3.21174
H -4.95156 -1.87359 -2.89729
N -0.49818 5.60164 -3.62978
H -5.03443 -4.73610 -0.59418
N -7.26158 -1.02283 -1.57600
H -3.90641 -3.29014 -4.43721
C 3.76084 4.53761 2.37682
H 0.02588 4.97626 -4.22506
C -0.04725 3.94999 -1.86037
C 3.15775 1.59720 -2.53068
H 7.94713 2.48313 -4.74327
C 0.79330 5.31816 -0.08337
H 2.73582 2.45790 -3.04959
C 2.53448 -0.79368 3.91044
C -5.90175 -2.31578 -3.19678
H -0.00387 6.03157 -0.29235
H 3.57720 -3.77256 -3.09682
H 4.63158 4.31513 -0.36693
H -1.53039 5.52286 -1.79840
H 0.15575 -6.07486 0.17737
C 0.83729 1.11568 0.59828
H 5.14092 -0.58919 4.99936
H -8.21946 -6.58400 -0.19207
C 3.40821 -3.37940 -2.09435
H 4.52717 -1.52907 2.39129
H -5.52569 -5.34366 2.79160
O -0.44964 1.39302 0.45258
H 0.29240 6.13420 -3.29592
H 4.35211 0.97790 5.30858
C -2.86615 0.51159 -1.77178
C -6.26353 -5.00616 2.06373
H 2.00324 3.83562 5.01294
C -4.85693 -3.68198 -4.79924
H 1.39858 4.43789 3.47462
H 6.31869 4.07123 -0.10275
H 5.69397 2.92989 4.90594
H 1.53611 -6.03291 -3.17572
N 4.35207 -0.54733 2.23121
H 1.73303 -4.37891 -1.34544
C -2.73114 3.47605 4.12909
H 8.46378 3.86762 -3.81160
O -1.59380 0.84671 -1.58415
H -6.14303 -3.23595 -2.66463
H 0.61916 -2.88047 1.66884
H -2.20410 5.48132 5.71897
H -5.07732 -4.61089 -4.27326
H 0.10019 -3.92612 2.83366
H 2.55936 5.43277 4.49736
N 4.53233 2.47034 1.41999
H 1.67853 5.78596 0.34747
C 6.31115 2.06407 4.66604
H -0.56682 3.27386 -1.18142
H -3.66480 4.03583 4.18393
H 2.40329 -2.71469 0.02970
O 1.08455 4.62899 -1.32523
C 3.43562 -5.78144 -0.96780
O -0.07706 -0.75208 -0.46455
C -1.11682 4.88202 -2.57710
O -1.14201 -4.77318 -1.56782
H 8.17228 2.91994 -1.74914
H -6.35041 -0.99880 -1.14093
C -2.63237 2.74667 2.76465
O 1.68396 1.82956 1.05311
H -2.99158 4.65278 -3.84142
H -3.53838 4.31027 1.49037
H 4.31193 -2.93397 -1.67844
H 4.46990 -5.67806 -0.63963
H 6.61070 1.57614 5.59355
H -6.58431 -3.29647 0.73906
N -5.04220 -2.75014 2.03755
C -2.63511 3.70210 1.53878
C -7.82614 -5.74053 0.37535
C -1.25833 -4.12529 -2.80471
H -1.80204 2.04089 2.74185
H 2.69524 -2.57210 -2.26177
C -1.38649 4.76579 5.63157
O -6.63436 -6.02542 1.15469
H 1.78205 -0.97986 3.14410
C 5.42811 4.50426 0.35271
C 0.99290 -0.36596 0.25636
H -7.90106 0.39506 -3.62384
H 5.59690 1.28578 -3.82233
N -3.79325 1.93991 2.64575
H 7.24519 2.45798 4.26539
H -7.74460 -5.03684 -0.45308
H -4.73178 -2.01516 1.41824
H -4.68514 2.40780 2.72135
C -0.29308 -3.39855 1.96469
H -4.34086 -3.19698 -0.22570
H -7.05064 -0.40886 -4.89483
H -1.72940 4.30825 1.55819
H -1.87408 -3.12526 -0.47474
H -1.14132 -2.74318 2.16241
H 3.33187 1.03197 3.34746
H 5.78983 3.82176 2.42553
O -1.50444 4.19107 4.30654
H 7.19413 3.97930 -4.97588
O -3.54992 0.73959 -2.74901
H 0.38695 4.67615 0.69817
H -3.79545 -4.68534 0.61154
H -0.43478 5.27853 5.77101
N 2.69521 -3.65769 0.24330
C -1.02633 -3.81003 -0.49741
C 2.25695 4.44614 4.14634
H 0.27719 3.21805 -2.60003
N 0.34312 -5.41119 0.91529
H -8.57975 -5.48296 1.11953
C -5.74537 -3.73385 1.28034
H 1.93995 -0.28950 4.67231
H 2.98362 -1.71372 4.28449
C 4.74911 0.31723 4.53786
C 3.72327 0.01863 3.43719
C 4.95801 3.85612 1.72197
H -1.70874 -4.92961 -3.38634
H -3.78419 1.49881 1.73720
H 2.50485 1.24621 -1.73154
H -1.84449 3.25828 -3.75823
H -0.07952 -3.28318 -0.61606
C -7.13835 -1.47878 -2.93933
H 2.07622 -7.63746 -3.33039
H 4.16359 5.49712 2.70121
C 5.28194 2.24018 -3.40044
O 5.72699 1.10734 3.81586
H -4.77663 -3.81032 -5.87867
H -1.57090 4.00764 6.39270
C -7.04193 -0.24739 -3.81689
H -2.49671 3.17914 0.59249
C -0.74653 -4.42070 0.93517
O 3.33075 -6.52938 -2.16254
H 0.31275 -5.98483 1.74602
C 1.96926 -6.84415 -2.59059
H 1.85291 -4.06756 0.62100
H -7.11836 -4.74803 2.68882
H -2.76775 2.70606 4.89973
O -2.26753 -0.30566 0.37846
H -7.52213 -0.07724 -1.81701
H 3.12802 0.70522 -3.15645
H 5.53110 5.57745 0.51317
H 7.91168 1.59489 -2.60481
O -4.52331 -0.64174 -0.24389
H -6.17512 0.33714 -3.50853
H 6.30311 3.94566 -2.48020
H -8.00601 -2.04260 -3.28192
H -1.81165 -3.18618 -2.80770
C 6.61149 3.04475 -3.01062
H 2.97026 -6.37583 -0.18153
O -5.77859 -2.62915 -4.51503
H 3.75592 2.50861 2.06484
O 4.52070 1.86146 -2.23013
O 2.05296 -0.99741 0.41666
H 1.39408 -7.14334 -1.71436
H 4.02869 2.55411 0.54854
H -5.71828 -2.35179 2.67342
C 2.78660 -4.31015 -1.07461
H -3.01820 3.66053 -2.49115
H -1.67340 -4.85791 1.30645
*
```

Atom charges from the Löwdin analysis, given in e for atoms 1 to 6: O -0.203; N 0.022; H 0.018; C -0.046; C -0.085; B -0.907

=====

Arrangement two

The following is a DFT calculation (ωB97M-V/def2-TZVPD) of a 10-piece molecular cluster, C40H99BN9O17 overall.

## Properties
- frontier orbital gap (eV) = 9.0
- LUMO energy (eV) = 1.83

Structure (ORCA input):
```
! wB97M-V def2-TZVPD RIJCOSX def2/J DEFGRID3
* xyz -1 1
C -9.48024 -4.46436 -2.89459
H -7.32489 -0.72149 2.34717
H 1.72708 -6.05948 -6.00602
H 0.90067 3.57428 5.52839
H -2.78264 -8.63847 -0.90595
H -5.25059 0.35871 -0.62597
O 1.72014 -0.28340 -0.39096
H 6.24797 1.35687 2.48257
H -0.27749 -3.64626 -8.15715
O 4.56198 5.42684 1.71180
H -9.81034 -3.93181 -2.00267
H -3.63420 10.75010 0.52846
C 4.79132 5.60172 -5.04422
H 6.89732 4.14153 -4.28097
H 3.08897 8.68787 -6.06213
H 4.37618 -7.58281 4.66040
H 2.05181 -2.99161 -5.27168
C -0.08271 -1.77174 -0.53809
H -8.61903 -4.34114 -5.37223
O 2.19697 -2.47267 0.02581
H -0.57024 3.27219 6.35589
C -3.71915 8.82872 1.68723
H 4.04749 5.22849 -4.34030
H -3.17423 8.80158 3.57976
H -2.39104 9.70018 0.09749
C 2.14073 -3.84059 -5.94950
H -6.39711 -3.97901 -6.15236
H 3.21851 -6.23622 6.14229
C 4.39987 6.44489 0.75135
H 2.27876 2.46496 6.63691
C -6.51445 -3.71631 -5.10101
H 2.55535 5.93172 -5.84360
H 0.97801 7.37143 6.73624
H 4.88217 7.15951 -6.75811
N -2.46085 -9.40373 -0.33069
H -0.72135 -8.47487 -0.36941
C -3.43591 7.88221 -1.23260
H -6.27583 -2.42507 0.65571
H -4.56179 -4.59984 -4.86607
C 5.05712 4.23212 1.16709
H 5.30537 6.84395 0.29427
O -6.80790 1.05808 2.45103
H -0.09972 5.69732 8.30622
N -6.49020 -2.23365 -5.04144
H 2.84722 -3.71254 -6.76961
C 3.45064 -5.68997 5.22805
O 0.60433 1.19914 -2.00010
H 4.50526 -5.47666 7.78598
N 3.09123 6.03912 -6.69295
H 7.48078 3.44851 2.61460
C -5.49922 -0.60274 1.24526
H -0.62238 -11.28641 0.85230
H 3.48253 5.11944 -6.83849
H -4.47169 -0.25936 1.36512
N 2.32816 -5.80030 4.32259
H -0.50629 5.73587 5.46953
H 1.95684 -10.88630 -0.69867
H -2.56210 -9.10924 0.63010
H -9.20584 -5.51188 -2.77009
H -2.47757 8.08947 -1.70877
O -8.27357 -3.83075 -3.38936
H -0.98266 -9.85854 1.79578
H -5.41689 8.23654 2.86488
C -0.01622 5.46591 6.40497
C 1.53907 -10.90772 -1.70521
H 6.58412 4.67966 3.51079
H 6.92106 3.22536 -5.68133
H 4.32396 -3.75941 -4.02684
H -4.96144 2.08927 2.03381
O 0.23664 3.47106 -2.47582
H 4.19669 -3.83928 4.40648
H 5.03685 -6.06644 3.78454
H 4.23943 3.73877 0.64164
H 1.22643 1.52804 7.61251
N -2.94016 9.36214 2.77286
H -1.50589 5.24246 7.85397
C 3.93345 -4.21981 5.39339
H -4.07876 7.49956 -2.02533
C 4.17694 6.69805 -6.06689
C 2.71595 -4.88840 -5.03204
O 5.40126 4.55313 -5.78380
H -5.89764 -0.61862 3.36771
C -0.47846 -10.20677 0.89433
C -5.28872 -4.10783 -4.21986
O 4.99738 -4.06009 6.27609
O 0.96260 3.69041 7.69599
H -4.65248 -2.21876 0.65038
H 6.47575 3.13742 4.17614
H 3.85473 7.27631 1.19818
C 6.58701 3.63169 3.21104
H 1.59929 6.35566 5.38514
H -1.95855 9.25990 2.55819
C 4.52808 -6.50357 4.64371
C 1.40139 -1.51665 -0.14863
C 1.77629 2.46914 7.60418
H 5.13401 1.40239 1.51144
H 3.99891 -3.79930 7.94705
B 0.43120 0.42553 -0.76469
H 2.57519 7.58748 -4.86007
C -6.11199 -0.03572 -0.08699
C 4.21437 -4.63362 -4.66859
H -6.72972 0.78887 0.26877
H 4.00173 8.48498 -4.63832
H 3.13519 -3.56312 5.73931
H 4.48449 2.93953 2.70174
H 5.22434 -6.42249 5.47842
C 1.20535 6.35933 6.40146
H 2.49401 -6.93896 -4.96995
C 6.21081 3.68305 -4.99273
C 0.48238 -3.22072 -7.50170
H -5.73425 8.32760 1.11963
H 3.64723 6.12628 0.03017
O 0.90821 -4.19492 -6.56911
C -7.84887 -4.37644 -4.60169
H 2.58886 -6.72060 3.99829
C 5.42574 3.26591 2.25944
C -1.00372 -9.52708 -0.40436
H -5.39581 1.95441 3.68922
H 5.65037 6.13630 -4.63882
H -1.16444 -9.41986 -2.49277
H -6.42196 2.99252 2.61676
H -6.75221 -0.78311 -0.55565
H 0.57203 -9.98614 1.08381
H 2.40722 -10.95621 -2.36252
C -5.82693 2.08274 2.69637
C -3.42399 9.68381 0.44513
H 2.55682 2.36830 8.35831
N 5.94996 1.95723 1.72702
O 0.62185 -9.88093 -2.18078
N 2.65814 -6.20289 -5.64177
C 0.29319 2.47890 -1.73181
H -4.75979 -3.28505 -3.73885
O 0.09050 1.40475 0.28294
H -5.63943 -4.74377 -3.40703
H 5.58176 2.86824 -4.63427
H -1.09127 -11.08833 -1.95996
N -0.76374 5.86285 7.56340
H 0.11301 -2.25849 -7.14707
H 2.17732 -5.03387 -4.09566
C 0.02602 2.55918 -0.23008
H 2.47117 -5.08019 3.62899
O -0.63533 -0.65819 -0.89587
N -5.50109 -2.01818 1.16001
H 5.79967 4.38291 0.38352
C -0.68158 -10.09354 -1.78489
H -10.24762 -4.48999 -3.66826
H -7.81558 -5.45877 -4.47691
H -3.33743 7.14943 -0.43170
H 5.71394 -4.40766 8.23467
H -5.58069 -1.82721 -5.20792
O -0.32986 3.57011 0.37744
O -0.67380 -2.79824 -0.54236
H 4.70047 -5.39120 -4.05388
H 4.93846 -4.65851 -5.48295
H 1.15349 -11.92283 -1.80006
H 1.29918 -2.97098 -8.17887
O -4.08174 9.02509 -0.67625
C 4.81433 -4.44461 7.62031
H -6.82149 -1.93138 -4.13647
H -5.40156 9.83506 2.07584
H -3.43963 7.79289 1.49477
C 0.32279 3.89595 6.39481
C -5.18284 8.77508 1.94656
C 3.46700 7.91228 -5.39606
H 1.99351 6.09912 7.10799
C -6.34225 -0.25894 2.43979
*
```

Atom charges from the Löwdin analysis, given in e for atoms 1 to 6: C -0.071; H 0.129; H 0.050; H 0.110; H 0.071; H 0.076

=====

Relative to the most stable structure, the computed energies are arrangement one 0.0; arrangement two 72.2, all in kcal/mol.

=====

Arrangement one

The following is a DFT calculation (ωB97M-V/def2-TZVPD) of one molecule with the formula C2H2IN3.

## Properties
- frontier orbital gap (eV) = 9.5
- LUMO energy (eV) = 0.59
- structure (SMILES) = Ic1nc[nH]n1

Structure (ORCA input):
```
! wB97M-V def2-TZVPD RIJCOSX def2/J DEFGRID3
* xyz 0 1
C -0.00130 -0.19796 -0.92336
C 1.03856 1.16622 -2.06996
H 0.14653 0.80486 0.89713
I 1.77816 2.14414 -3.63948
H -0.46592 -1.02834 -0.44878
N 1.14361 1.70950 -0.71366
N 0.47969 0.77496 -0.04411
N 0.32490 0.07069 -2.13821
*
```

Atom charges from the natural (NBO) analysis, given in e for atoms 1 to 6: C 0.156; C 0.072; H 0.415; I 0.236; H 0.200; N -0.266

=====

Arrangement two

The following is a DFT calculation (ωB97M-V/def2-TZVPD) of one molecule with the formula C2H2IN3.

## Properties
- frontier orbital gap (spin up / spin down) (eV) = 7.1 / 7.1
- LUMO energy (spin up / spin down) (eV) = -0.60 / -0.60

Structure (ORCA input):
```
! wB97M-V def2-TZVPD RIJCOSX def2/J DEFGRID3
* xyz 0 1
C 0.28021 1.01432 0.02767
H -0.48344 1.66050 0.44558
N 0.99938 -1.09323 -0.21448
I 4.18384 -0.35210 -0.01275
N 1.55165 1.36853 -0.02048
C 2.60451 0.84226 -0.13953
N 0.05882 -0.25917 0.01548
H 0.57085 -1.89144 0.15640
*
```

Atom charges from the natural (NBO) analysis, given in e for atoms 1 to 6: C -0.053; H 0.199; N -0.546; I 0.406; N -0.314; C 0.138

=====

Arrangement three

The following is a DFT calculation (ωB97M-V/def2-TZVPD) of one molecule with the formula C2H2IN3.

## Properties
- frontier orbital gap (spin up / spin down) (eV) = 6.9 / 6.8
- LUMO energy (spin up / spin down) (eV) = -1.89 / -1.88

Structure (ORCA input):
```
! wB97M-V def2-TZVPD RIJCOSX def2/J DEFGRID3
* xyz 0 1
N 0.56010 0.87329 -0.86027
H -1.17212 1.26646 0.39978
C 0.26608 -0.26360 -0.20593
N -1.29391 -1.86051 -1.25763
C -0.09014 1.08850 0.38264
H 0.62084 1.71543 1.06854
N -0.63206 -1.12324 -0.75154
I 1.74121 -1.69632 1.22440
*
```

Atom charges from the natural (NBO) analysis, given in e for atoms 1 to 6: N -0.447; H 0.178; C 0.103; N 0.225; C -0.210; H 0.221

=====

Arrangement four

The following is a DFT calculation (ωB97M-V/def2-TZVPD) of one molecule with the formula C2H2IN3.

## Properties
- frontier orbital gap (eV) = 8.2
- LUMO energy (eV) = -0.83

Structure (ORCA input):
```
! wB97M-V def2-TZVPD RIJCOSX def2/J DEFGRID3
* xyz 0 1
H -0.99561 -1.13659 -0.61954
N 1.98916 -1.74448 0.03216
I 4.19325 0.25120 0.08978
N 2.36274 -0.54099 0.19777
C -0.05438 -0.78296 -0.14306
N 0.79415 -1.97830 -0.05886
C 0.54467 0.37487 0.07982
H 1.01168 1.26369 0.61391
*
```

Atom charges from the natural (NBO) analysis, given in e for atoms 1 to 6: H 0.264; N 0.041; I 0.389; N -0.474; C -0.185; N -0.240

=====

Relative to the most stable structure, the computed energies are arrangement one 0.0; arrangement two 81.1; arrangement three 91.8; arrangement four 101.2, all in kcal/mol.